{
  "formula": "C4H16BClCoCrN4O12",
  "method": "ωB97M-V/def2-TZVPD",
  "symbols": ["Cr", "Co", "Cl", "O", "O", "O", "O", "B", "H", "H", "H", "H", "C", "N", "O", "O", "H", "H", "H", "C", "N", "O", "O", "H", "H", "H", "C", "N", "O", "O", "H", "H", "H", "C", "N", "O", "O", "H", "H", "H"],
  "xyz": [[-3.08257, 1.78091, 2.28443], [-2.67340, -1.89068, -3.32891], [-1.32907, -0.23058, -0.44598], [-0.06518, -0.71318, 0.00969], [-2.05525, -1.27403, -1.13077], [-2.15336, 0.23532, 0.66984], [-1.10027, 0.84684, -1.36409], [-4.25727, -0.38749, -3.42722], [-4.75477, -0.08934, -2.44289], [-4.42651, -1.52323, -3.47548], [-4.83486, 0.05272, -4.30542], [-3.14150, -0.14679, -3.48715], [1.08846, 0.26866, 3.10703], [0.02051, 1.17521, 3.71517], [0.27946, 1.74348, 4.71230], [-1.11189, 1.21879, 3.16902], [0.56140, -0.62442, 2.79485], [1.87999, 0.20668, 3.84722], [1.47945, 0.91852, 2.32159], [-1.72435, -2.71311, 2.68865], [-1.38930, -3.68755, 3.74853], [-1.59784, -4.86431, 3.55319], [-0.91827, -3.23688, 4.76959], [-1.90922, -1.76931, 3.19395], [-2.52434, -2.98318, 2.00492], [-0.83445, -2.65900, 2.05855], [3.77092, 0.37206, -0.46773], [4.87589, -0.40895, -1.08909], [4.69836, -1.60551, -1.21396], [5.91758, 0.17885, -1.23247], [4.03642, 0.65463, 0.55040], [2.85930, -0.21208, -0.39392], [3.78043, 1.29002, -1.05172], [1.35924, 2.35396, -3.25046], [1.79489, 3.54782, -2.47310], [2.17349, 3.36517, -1.33351], [1.71778, 4.61080, -3.03830], [1.82980, 1.49136, -2.78837], [1.47633, 2.50305, -4.31912], [0.28400, 2.20475, -3.13925]],
  "forces_ev_per_angstrom": [[3.05, -1.64, -0.43], [-1.14, 1.72, 1.01], [2.81, 1.70, -2.40], [-1.07, -0.26, 0.73], [-0.87, -1.25, -0.40], [-1.45, 0.63, 1.69], [-0.73, -0.25, 0.67], [-1.38, 1.11, 0.18], [-0.08, 0.30, 1.54], [-0.12, -3.59, -0.24], [-0.27, 0.33, -1.41], [3.19, 0.62, -0.15], [-0.53, 1.41, -0.07], [1.07, -0.45, 1.34], [-0.33, 0.43, -0.09], [-2.11, 0.23, -1.42], [0.39, -0.10, -0.18], [-0.30, -0.47, 0.23], [-0.13, -0.51, -0.51], [0.51, 0.54, -0.68], [-0.59, -1.18, 0.43], [-0.03, 0.38, -0.44], [0.22, 0.58, 0.02], [0.02, 0.01, -0.11], [-0.24, -0.51, 0.54], [0.11, 0.19, 0.15], [0.14, 0.70, -0.12], [0.11, -0.79, 1.90], [-0.09, 0.06, -0.56], [0.08, 0.15, -0.60], [0.54, -0.16, -0.10], [-0.03, 0.06, -0.64], [-0.75, 0.03, 0.10], [-0.66, -0.54, 0.13], [-0.40, 0.03, -0.80], [0.01, -0.07, 0.28], [0.06, 0.10, 0.23], [0.29, 0.00, -0.43], [0.70, 0.06, 0.14], [-0.01, 0.41, 0.45]],
  "nbo_charge": [1.82, 1.58, 2.57, -0.77, -0.92, -0.98, -0.80, -0.69, 0.05, -0.03, 0.09, -0.05, -0.45, 0.58, -0.16, -0.65, 0.26, 0.28, 0.26, -0.50, 0.52, -0.33, -0.38, 0.20, 0.24, 0.24, -0.50, 0.53, -0.38, -0.34, 0.23, 0.21, 0.25, -0.50, 0.54, -0.41, -0.33, 0.22, 0.25, 0.23],
  "charge": 2,
  "total_energy_ev": -114141.3173,
  "multiplicity": 8,
  "e_lumo_ev": [-12.6, -10.6],
  "fmax_ha_per_bohr": 0.07908,
  "homo_lumo_gap_ev": [2.27, 4.30]
}

{
  "formula": "C4H16BrN8O4Y",
  "method": "ωB97M-V/def2-TZVPD",
  "symbols": ["Y", "Br", "C", "O", "N", "N", "H", "H", "H", "H", "C", "O", "N", "N", "H", "H", "H", "H", "C", "O", "N", "N", "H", "H", "H", "H", "C", "O", "N", "N", "H", "H", "H", "H"],
  "xyz": [[-3.46906, -2.45695, -0.79193], [-2.04060, -0.14873, -0.08387], [-2.85231, 4.09076, -0.98446], [-2.22626, 4.16536, 0.05672], [-3.42708, 5.16910, -1.58245], [-3.03260, 2.87292, -1.62750], [-3.96356, 5.10857, -2.42612], [-3.21582, 6.05624, -1.16289], [-3.91572, 2.70341, -2.08332], [-2.68346, 2.07227, -1.13096], [1.56468, 0.03019, 3.27801], [1.18408, 1.18178, 3.30362], [0.95728, -0.90537, 2.44839], [2.59175, -0.43088, 4.05273], [1.13975, -1.87160, 2.64817], [0.23826, -0.58294, 1.83296], [2.79063, 0.13862, 4.85736], [2.90089, -1.38521, 4.06611], [1.67613, 0.24972, -1.54872], [0.94599, -0.34622, -2.33877], [1.13608, 0.89636, -0.46573], [3.02992, 0.30952, -1.66028], [0.13481, 0.88919, -0.49431], [1.64624, 1.24640, 0.32654], [3.50396, -0.16216, -2.40896], [3.57978, 0.94942, -1.11434], [-0.25462, -3.67355, -0.59904], [-1.51426, -3.45451, -0.43101], [0.54062, -2.71200, -1.06141], [0.29270, -4.85012, -0.26268], [0.23738, -1.76940, -1.29136], [1.53890, -2.84240, -0.98464], [1.19863, -5.05539, -0.65188], [-0.23312, -5.48239, 0.31602]],
  "forces_ev_per_angstrom": [[4.39, 1.42, 1.34], [-2.07, -2.36, -0.59], [-0.12, 0.13, 0.66], [0.23, -0.08, -0.31], [0.15, -0.38, 0.20], [-0.30, -0.30, -0.59], [0.12, 0.13, -0.10], [-0.18, 0.10, -0.07], [0.06, 0.17, -0.13], [-0.05, 0.37, 0.19], [-0.51, 0.04, -0.01], [0.08, 0.07, -0.23], [1.06, -0.12, 0.49], [-0.17, 0.09, -0.04], [-0.37, -0.10, -0.33], [-0.13, -0.11, 0.08], [0.20, 0.02, -0.04], [-0.10, -0.02, 0.01], [0.63, 0.94, 0.86], [-0.25, -0.59, -0.14], [0.17, -0.60, -0.78], [-0.15, -0.19, 0.12], [0.16, 0.49, 0.33], [-0.06, 0.16, 0.01], [-0.22, 0.04, -0.20], [-0.09, 0.05, 0.05], [1.82, 0.74, -0.02], [-3.10, 0.45, -0.54], [-0.62, -1.12, 0.64], [-0.83, 0.90, -0.36], [-0.01, 0.33, -0.54], [-0.01, 0.11, -0.18], [0.06, -0.42, 0.40], [0.19, -0.36, -0.19]],
  "mulliken_charge": [1.78, -0.31, 0.60, -0.60, -0.38, -0.37, 0.18, 0.25, 0.23, 0.14, 0.55, -0.59, -0.24, -0.40, 0.16, 0.15, 0.26, 0.17, 0.72, -0.74, -0.11, -0.40, -0.07, 0.19, 0.24, 0.20, 0.73, -0.61, -0.14, -0.38, 0.11, 0.21, 0.23, 0.24],
  "charge": 2,
  "total_energy_ev": -95592.0551,
  "e_lumo_ev": -10.3,
  "fmax_ha_per_bohr": 0.09347,
  "homo_lumo_gap_ev": 3.42
}

{
  "formula": "C4H16BrO4",
  "method": "ωB97M-V/def2-TZVPD",
  "symbols": ["Br", "C", "O", "H", "H", "H", "H", "C", "O", "H", "H", "H", "H", "C", "O", "H", "H", "H", "H", "C", "O", "H", "H", "H", "H"],
  "xyz": [[-1.58968, -0.83248, 0.59582], [4.16158, -1.79981, 0.01626], [3.75474, -1.02826, 1.17472], [3.92310, -1.26467, -0.90290], [5.24392, -1.87663, 0.11985], [3.58836, -2.71852, 0.14075], [2.81432, -0.86979, 1.06480], [1.34312, 3.38409, -1.81174], [0.06915, 3.09457, -2.44855], [1.33978, 4.43042, -1.50632], [1.47763, 2.93595, -0.82727], [2.18095, 3.30846, -2.50486], [-0.34529, 2.42680, -1.89726], [-3.25224, -5.35620, -3.05917], [-4.06138, -4.62007, -2.16220], [-3.02556, -4.85712, -4.00131], [-2.36002, -5.64850, -2.50543], [-3.74002, -6.32617, -3.15576], [-3.82575, -3.71095, -2.36113], [-1.03515, 3.61431, 4.62441], [-2.24296, 3.47936, 3.85586], [-0.24846, 2.86024, 4.60002], [-0.60442, 4.54406, 4.25275], [-1.42894, 3.95464, 5.58212], [-2.13678, 2.87626, 3.11654]],
  "forces_ev_per_angstrom": [[0.14, 0.14, -0.06], [-0.59, 0.83, 1.49], [0.35, 0.22, -0.54], [-0.06, -0.18, -0.13], [-0.14, -0.50, -0.19], [0.59, -0.45, -0.79], [-0.25, 0.09, 0.18], [-0.98, 1.28, 0.12], [1.28, -0.03, 0.64], [-0.16, 0.45, -0.31], [0.13, -0.92, -0.44], [-0.07, -0.66, 0.10], [-0.24, -0.21, -0.06], [0.05, -1.31, 1.35], [-0.11, 0.64, -0.79], [-0.12, -0.14, 0.02], [0.68, 0.36, -0.38], [-0.27, 0.08, -0.79], [-0.23, 0.37, 0.64], [-1.04, 2.14, -0.69], [0.26, -0.78, 0.16], [-0.65, -0.45, 0.17], [0.70, 0.04, -0.15], [0.53, -0.85, 0.53], [0.20, -0.17, -0.06]],
  "nbo_charge": [-1.00, -0.25, -0.74, 0.17, 0.17, 0.18, 0.48, -0.26, -0.73, 0.16, 0.19, 0.17, 0.49, -0.26, -0.71, 0.17, 0.17, 0.17, 0.47, -0.26, -0.74, 0.19, 0.15, 0.17, 0.48],
  "charge": -1,
  "total_energy_ev": -82639.7982,
  "e_lumo_ev": 3.0,
  "fmax_ha_per_bohr": 0.04818,
  "homo_lumo_gap_ev": 6.91
}

{
  "formula": "C4H16CdF12O4P2",
  "method": "ωB97M-V/def2-TZVPD",
  "symbols": ["Cd", "P", "F", "F", "F", "F", "F", "F", "P", "F", "F", "F", "F", "F", "F", "C", "O", "H", "H", "H", "H", "C", "O", "H", "H", "H", "H", "C", "O", "H", "H", "H", "H", "C", "O", "H", "H", "H", "H"],
  "xyz": [[7.40918, 6.56879, 6.11765], [9.88769, 4.88126, 4.17122], [9.64267, 6.36219, 3.52731], [11.40378, 4.83839, 3.85861], [10.21648, 5.63165, 5.63355], [9.88627, 3.56309, 5.01108], [8.16684, 5.04948, 4.68034], [9.41574, 4.15917, 2.89443], [4.54892, 8.06443, 7.69551], [5.72003, 6.99055, 7.99606], [3.83971, 7.80910, 9.08136], [5.32054, 9.32931, 8.34038], [3.47375, 8.94523, 7.04131], [5.26292, 8.19894, 6.17476], [3.80389, 6.73177, 7.01528], [5.38018, 4.32549, 4.95329], [5.60073, 5.20504, 6.06479], [4.95595, 3.41149, 5.37742], [4.74264, 4.91347, 4.23971], [6.34409, 4.18839, 4.42323], [4.80871, 5.57662, 6.45149], [7.41186, 3.85158, 8.05315], [8.16560, 5.11739, 8.00018], [7.34890, 3.51026, 7.02524], [7.86686, 3.11166, 8.76468], [6.43138, 4.17996, 8.41292], [8.94848, 4.96686, 7.44944], [8.61092, 8.17609, 8.46144], [9.13047, 7.65504, 7.16215], [9.49469, 8.47613, 9.05452], [8.05000, 9.09315, 8.26769], [8.00538, 7.29715, 8.78799], [10.01290, 7.99933, 7.04682], [6.36073, 7.25820, 3.28642], [7.11920, 7.99802, 4.27088], [5.40310, 6.97774, 3.65336], [6.28859, 7.81662, 2.32701], [6.98465, 6.37765, 3.01934], [6.65491, 8.75082, 4.55487]],
  "forces_ev_per_angstrom": [[-0.12, 0.17, 0.08], [-0.66, 2.56, 2.28], [0.40, -0.90, 0.09], [0.70, -0.02, -0.65], [-0.36, 0.41, -0.35], [-0.10, -1.47, 0.17], [0.51, -0.25, -0.25], [-0.44, -0.37, -1.09], [-0.14, -0.70, -1.12], [1.43, 0.32, 1.19], [-0.16, -0.18, -0.23], [0.40, -0.92, -0.84], [-2.05, 1.43, 0.56], [1.65, 0.31, 0.23], [-1.00, -0.10, 0.46], [-0.28, 1.21, -0.59], [1.97, -0.38, -0.43], [-0.09, 0.00, -0.73], [0.03, -1.20, 0.49], [-0.72, -0.32, 0.66], [-0.91, 0.39, 0.13], [0.29, 0.87, 0.56], [-0.15, -0.52, -0.49], [-0.14, -0.57, 0.14], [-0.24, 0.78, -0.81], [0.16, -0.47, -0.10], [0.32, -0.12, 0.27], [0.61, -0.58, -1.02], [-0.84, 0.61, 1.04], [-0.67, -0.67, 0.17], [-0.32, -0.34, 0.08], [0.55, 1.26, 0.60], [0.29, -0.10, -0.63], [1.70, 0.09, -1.49], [1.14, -2.11, -0.53], [-0.81, -0.16, 0.33], [-0.16, -0.02, 0.81], [-0.53, 0.47, 0.48], [-1.26, 1.58, 0.54]],
  "nbo_charge": [1.78, 2.64, -0.58, -0.56, -0.62, -0.57, -0.70, -0.56, 2.62, -0.61, -0.56, -0.57, -0.56, -0.64, -0.61, -0.27, -0.85, 0.19, 0.18, 0.22, 0.53, -0.25, -0.80, 0.19, 0.19, 0.20, 0.50, -0.27, -0.83, 0.19, 0.20, 0.23, 0.51, -0.28, -0.78, 0.18, 0.19, 0.22, 0.50],
  "total_energy_ev": -68360.5437,
  "e_lumo_ev": -0.2,
  "fmax_ha_per_bohr": 0.06793,
  "homo_lumo_gap_ev": 11.46
}

{
  "formula": "C4H16CeNOP",
  "method": "ωB97M-V/def2-TZVPD",
  "symbols": ["Ce", "H", "H", "P", "C", "H", "H", "H", "C", "H", "H", "H", "C", "H", "H", "H", "C", "O", "H", "H", "N", "H", "H", "H"],
  "xyz": [[-0.17616, 0.11108, 1.42877], [1.00740, 3.10681, 1.46223], [1.00437, 3.04276, 0.69863], [-0.37837, -0.34624, -1.22018], [0.95458, -1.28160, -1.95816], [0.65565, -1.42772, -2.99390], [1.88219, -0.71230, -1.88473], [1.07636, -2.23589, -1.44279], [-1.93014, -1.20428, -1.54852], [-2.77837, -0.63215, -1.15933], [-1.98122, -1.28891, -2.63781], [-1.92642, -2.19377, -1.07917], [-0.47043, 1.26427, -2.02601], [0.48895, 1.78023, -1.93112], [-0.69324, 1.04162, -3.07105], [-1.25423, 1.88136, -1.58170], [1.82397, -0.66270, 1.29301], [2.95031, -0.95166, 1.34638], [-1.83296, 0.51425, 1.27900], [-0.52554, -1.77292, 1.45621], [0.47884, 0.44338, 3.68279], [-0.37670, 0.86863, 4.11212], [1.26581, 1.10978, 3.64740], [0.73537, -0.45403, 4.12793]],
  "forces_ev_per_angstrom": [[-5.75, 4.11, 1.43], [-0.01, -0.08, -0.61], [0.00, 0.00, 0.61], [0.26, -0.41, -0.31], [-0.10, 0.01, -0.30], [0.46, -0.27, -0.24], [0.02, -0.05, -0.23], [-0.08, -0.01, -0.17], [-0.01, -0.06, 0.05], [0.10, -0.07, -0.19], [-0.31, -0.14, 0.06], [0.02, 0.14, -0.20], [0.13, -0.13, -0.03], [-0.09, -0.01, -0.23], [-0.01, 0.45, -0.12], [-0.06, -0.05, -0.18], [12.08, -5.20, -0.72], [-5.38, 1.57, -0.16], [-2.90, 0.58, -0.41], [0.82, -0.62, -0.10], [0.09, 0.15, 0.60], [1.20, -0.41, 0.17], [-0.41, -0.36, 0.94], [-0.07, 0.86, 0.34]],
  "mulliken_charge": [1.09, -0.01, 0.08, 0.46, -1.15, 0.41, 0.39, 0.35, -1.11, 0.38, 0.42, 0.38, -1.15, 0.37, 0.39, 0.40, 0.07, -0.03, -0.01, -0.01, -0.78, 0.36, 0.36, 0.35],
  "charge": 2,
  "total_energy_ev": -30138.8032,
  "e_lumo_ev": -10.2,
  "fmax_ha_per_bohr": 0.25615,
  "homo_lumo_gap_ev": 6.74
}

{
  "formula": "C4H16FN8O4",
  "method": "ωB97M-V/def2-TZVPD",
  "symbols": ["F", "C", "O", "N", "N", "H", "H", "H", "H", "C", "O", "N", "N", "H", "H", "H", "H", "C", "O", "N", "N", "H", "H", "H", "H", "C", "O", "N", "N", "H", "H", "H", "H"],
  "xyz": [[-0.40725, -0.00354, -0.54424], [1.54961, 2.76342, 1.35625], [2.56529, 3.29581, 1.77180], [1.57333, 1.76946, 0.45829], [0.32975, 2.99006, 1.68779], [0.82377, 1.27533, -0.00441], [2.47914, 1.54987, 0.06920], [-0.29804, 2.25824, 1.38712], [0.16555, 3.74519, 2.33811], [-3.02554, 0.36689, 1.64709], [-3.95216, 0.46314, 2.50166], [-3.09494, -0.17512, 0.51720], [-1.85677, 0.76301, 1.94370], [-2.20837, -0.14271, 0.03445], [-3.97366, -0.59556, 0.25038], [-1.73470, 1.35122, 2.75562], [-1.01910, 0.46407, 1.46511], [0.12604, -3.29378, 0.46831], [0.33237, -4.40000, 0.75701], [-0.94041, -2.62834, 0.75539], [0.90730, -2.62611, -0.31093], [-1.52051, -3.16830, 1.38151], [-1.14720, -1.70086, 0.41315], [1.70091, -3.02751, -0.78965], [0.53655, -1.68734, -0.27411], [1.87628, 0.02703, -3.14060], [2.58318, -0.00421, -4.12416], [0.54274, 0.08390, -3.26838], [2.23449, 0.15023, -1.92376], [0.12823, -0.10468, -4.16990], [-0.04618, 0.03218, -2.44948], [3.23155, 0.14543, -1.76270], [1.53866, 0.06374, -1.19682]],
  "forces_ev_per_angstrom": [[-0.04, -0.11, 0.34], [3.08, -1.17, -1.17], [0.30, 0.79, 0.36], [2.29, -1.68, -1.69], [-3.57, 1.58, 1.78], [-0.76, 0.30, 0.29], [-0.15, 0.23, 0.30], [-0.73, 1.00, 0.44], [-0.54, -0.50, -0.08], [-5.06, 0.44, 5.68], [0.25, 0.12, -1.30], [-1.25, -2.48, -4.82], [6.07, 2.86, 2.32], [-0.23, -0.34, -1.44], [0.57, -0.01, -0.33], [-0.16, -0.51, -0.01], [-0.15, -0.09, -0.29], [0.89, 0.76, -1.90], [0.72, -6.76, 2.53], [-4.33, 1.13, 2.42], [2.21, 2.89, -1.95], [-0.47, 0.79, -0.10], [-0.04, -0.29, 0.18], [-0.32, 0.50, 0.30], [1.46, 0.89, -1.59], [-2.22, 0.44, -3.80], [1.72, -0.37, -1.03], [-2.35, -0.27, -0.69], [2.67, 0.04, 4.41], [0.35, 0.04, 0.28], [-0.16, -0.02, 0.15], [-0.32, -0.08, 0.36], [0.27, -0.14, 0.05]],
  "nbo_charge": [-0.89, 0.76, -0.70, -0.88, -0.83, 0.43, 0.39, 0.40, 0.40, 0.74, -0.75, -0.82, -0.84, 0.43, 0.41, 0.40, 0.41, 0.74, -0.69, -0.85, -0.86, 0.40, 0.41, 0.41, 0.41, 0.75, -0.71, -0.86, -0.84, 0.39, 0.42, 0.40, 0.42],
  "charge": -1,
  "total_energy_ev": -27241.2145,
  "e_lumo_ev": 3.0,
  "fmax_ha_per_bohr": 0.14811,
  "homo_lumo_gap_ev": 9.92
}